No. 1
Computed, not measured: a structure of composition C48H50N4O6PRbS3, with the ωB97M-V functional and the def2-TZVPD basis.

Properties
ΔE to the lowest compared entry with this formula, charge and spin = 2.8 kcal per mole
LUMO level = 0.12210 hartree
Energy = -4089.68596 a.u.
Gap between HOMO and LUMO = 5.854 eV

```
! RIJCOSX wB97M-V def2-TZVPD def2/J DEFGRID3
* xyz -2 1
Rb 0.55 0.22 0.79
C 2.00 -1.22 4.29
C 2.40 -2.15 3.15
N 1.32 -2.44 2.21
C 0.17 -3.14 2.77
C -1.17 -2.46 2.50
N -1.21 -1.05 2.85
C -1.01 -0.72 4.25
C 0.08 0.33 4.48
N 1.34 0.00 3.83
H 1.33 -1.76 4.98
H 2.90 -1.02 4.87
H 3.22 -1.68 2.59
H 2.82 -3.06 3.61
H 1.69 -2.95 1.42
H 0.10 -4.16 2.39
H 0.31 -3.24 3.85
H -1.42 -2.54 1.44
H -1.94 -3.06 3.04
H -2.03 -0.61 2.45
H -1.94 -0.32 4.70
H -0.78 -1.62 4.82
H -0.26 1.28 4.06
H 0.18 0.46 5.57
H 1.98 0.78 3.91
C -3.88 1.00 -4.79
C -3.45 -0.29 -5.07
C -2.45 -0.87 -4.30
C -1.88 -0.18 -3.23
C -2.35 1.10 -2.94
C -3.33 1.70 -3.72
P -0.52 -0.80 -2.18
C -0.87 -2.60 -2.08
C 0.16 -3.54 -2.02
C -0.11 -4.87 -1.72
C -1.41 -5.29 -1.49
C -2.44 -4.36 -1.55
C -2.17 -3.03 -1.84
C 0.91 -0.70 -3.32
C 0.99 -1.53 -4.41
C 2.06 -1.44 -5.32
C 3.03 -0.50 -5.12
C 2.98 0.38 -4.02
C 3.98 1.36 -3.84
C 3.90 2.23 -2.79
C 2.82 2.12 -1.87
C 1.81 1.18 -1.93
C 1.91 0.30 -3.07
H -4.66 1.46 -5.39
H -3.88 -0.84 -5.90
H -2.11 -1.87 -4.53
H -1.96 1.61 -2.06
H -3.68 2.69 -3.48
H 1.19 -3.23 -2.20
H 0.71 -5.58 -1.67
H -1.62 -6.33 -1.27
H -3.47 -4.67 -1.37
H -2.99 -2.32 -1.85
H 0.22 -2.28 -4.58
H 2.11 -2.11 -6.17
H 3.86 -0.41 -5.82
H 4.80 1.42 -4.56
H 4.66 2.99 -2.65
H 2.82 2.87 -1.07
C -2.41 4.01 0.60
S -0.96 3.00 0.32
O -0.33 2.80 1.66
C 0.06 4.20 -0.53
C 0.09 4.16 -1.92
C 0.91 5.05 -2.60
C 1.69 5.95 -1.90
C 1.67 5.96 -0.51
C 0.85 5.09 0.18
H -2.13 4.85 1.24
H -3.13 3.35 1.08
H -2.80 4.36 -0.36
H -0.46 3.39 -2.45
H 0.96 5.00 -3.68
H 2.35 6.62 -2.43
H 2.32 6.64 0.04
H 0.84 5.06 1.27
N 2.84 3.09 1.91
C 3.61 2.33 2.81
C 4.42 1.29 2.36
C 5.16 0.54 3.27
C 5.11 0.81 4.62
C 4.32 1.86 5.07
C 3.59 2.63 4.18
S 5.94 -0.24 5.82
O 6.57 0.69 6.75
O 6.88 -1.03 5.04
O 4.85 -1.01 6.40
H 1.94 3.37 2.28
H 2.70 2.62 1.02
H 4.46 1.06 1.30
H 5.79 -0.28 2.93
H 4.29 2.09 6.13
H 2.98 3.45 4.53
O -7.03 -3.75 -2.98
C -6.51 -3.89 -1.72
O -6.67 -4.95 -1.16
C -5.81 -2.73 -1.16
C -5.61 -1.51 -1.83
C -4.92 -0.47 -1.24
C -4.34 -0.60 0.04
S -3.34 0.64 0.70
C -4.58 -1.81 0.72
C -5.29 -2.84 0.14
H -6.82 -2.87 -3.31
H -5.98 -1.34 -2.84
H -4.77 0.45 -1.79
H -4.17 -1.93 1.71
H -5.44 -3.77 0.67
*
```



No. 2
Computed, not measured: a structure of composition C48H50P3S2Si2Tl, with the ωB97M-V functional and the def2-TZVPD basis.

Properties
ΔE to the lowest compared entry with this formula, charge and spin = 15.7 kcal per mole
LUMO level = -0.03678 hartree
Energy = -4431.04502 a.u.
Gap between HOMO and LUMO = 5.607 eV

```
! RIJCOSX wB97M-V def2-TZVPD def2/J DEFGRID3
* xyz 0 1
Tl 0.68 -0.52 0.25
C 3.41 -2.92 1.32
Si 2.82 -2.17 -0.28
C 2.56 -3.43 -1.63
C 4.02 -0.87 -0.92
C 5.24 -1.45 -1.31
C 6.29 -0.70 -1.80
C 6.15 0.68 -1.90
C 4.95 1.27 -1.52
C 3.86 0.53 -1.04
Si 2.32 1.61 -0.63
C 2.00 2.61 -2.20
C 3.01 2.89 0.59
H 4.37 -3.43 1.17
H 2.68 -3.65 1.65
H 3.54 -2.17 2.10
H 3.45 -4.06 -1.71
H 2.39 -2.95 -2.60
H 1.71 -4.07 -1.41
H 5.37 -2.53 -1.22
H 7.22 -1.18 -2.10
H 6.96 1.29 -2.27
H 4.86 2.34 -1.61
H 2.93 3.07 -2.54
H 1.29 3.42 -1.99
H 1.59 2.01 -3.02
H 3.90 3.35 0.15
H 3.28 2.48 1.56
H 2.27 3.68 0.75
C -3.18 1.46 1.56
C -3.09 2.67 0.59
P -1.47 2.91 -0.28
C -0.51 3.70 1.09
C -0.20 5.05 1.18
C 0.51 5.56 2.26
C 0.93 4.73 3.28
C 0.67 3.37 3.20
C -0.03 2.86 2.11
C -1.94 4.30 -1.37
C -2.64 5.44 -0.94
C -2.98 6.44 -1.84
C -2.65 6.31 -3.18
C -1.99 5.18 -3.63
C -1.64 4.18 -2.73
P -2.29 -0.10 1.02
C -2.86 -1.25 2.32
C -4.18 -1.31 2.80
C -4.54 -2.25 3.75
C -3.59 -3.12 4.27
C -2.27 -3.04 3.85
C -1.92 -2.11 2.87
C -3.26 -0.46 -0.50
C -4.63 -0.68 -0.48
C -5.31 -1.02 -1.64
C -4.62 -1.13 -2.84
C -3.26 -0.87 -2.88
C -2.59 -0.53 -1.72
H -4.23 1.19 1.69
H -2.77 1.73 2.53
H -3.34 3.59 1.13
H -3.83 2.52 -0.20
H -0.50 5.73 0.38
H 0.74 6.62 2.29
H 1.48 5.13 4.12
H 1.01 2.70 3.98
H -0.22 1.80 2.07
H -2.92 5.53 0.10
H -3.51 7.32 -1.49
H -2.92 7.09 -3.88
H -1.75 5.07 -4.68
H -1.13 3.29 -3.08
H -4.93 -0.62 2.45
H -5.57 -2.30 4.09
H -3.88 -3.86 5.00
H -1.52 -3.70 4.25
H -0.89 -2.08 2.52
H -5.19 -0.61 0.45
H -6.38 -1.20 -1.61
H -5.15 -1.41 -3.74
H -2.71 -0.96 -3.81
H -1.53 -0.32 -1.75
S 0.38 -4.76 2.17
P -0.72 -4.73 0.52
S -0.85 -3.04 -0.57
C -2.43 -5.24 0.91
C -2.65 -6.52 1.43
C -3.93 -6.92 1.76
C -5.00 -6.05 1.59
C -4.78 -4.77 1.09
C -3.50 -4.37 0.75
C -0.14 -6.05 -0.62
C -0.65 -6.09 -1.92
C -0.18 -7.04 -2.82
C 0.80 -7.94 -2.43
C 1.30 -7.90 -1.14
C 0.84 -6.95 -0.24
H -1.82 -7.20 1.57
H -4.10 -7.91 2.15
H -6.01 -6.36 1.86
H -5.61 -4.09 0.95
H -3.32 -3.38 0.34
H -1.40 -5.37 -2.23
H -0.57 -7.06 -3.83
H 1.17 -8.68 -3.13
H 2.07 -8.60 -0.83
H 1.24 -6.89 0.77
*
```



No. 3
Computed, not measured: a cluster of 7 separate species, C48H53BrF48N6O10PS in total, with the ωB97M-V functional and the def2-TZVPD basis.

Properties
ΔE to the lowest compared entry with this formula, charge and spin = 0.0 kcal per mole
LUMO level = -0.11236 hartree
Energy = -11048.74554 a.u.
Gap between HOMO and LUMO = 9.122 eV

```
! RIJCOSX wB97M-V def2-TZVPD def2/J DEFGRID3
* xyz 1 1
C 4.15 1.84 6.07
C 3.94 0.37 6.21
O 4.78 -0.48 6.07
N 2.62 -0.02 6.60
C 1.48 0.55 5.89
N 2.59 -1.38 6.86
C 2.35 -2.37 6.00
C 1.90 -2.34 4.58
C 0.43 -2.90 4.50
C -0.49 -2.06 3.61
N -1.55 -1.34 4.23
O -0.34 -2.05 2.43
N 2.53 -3.52 6.67
C 2.86 -3.27 7.99
C 2.99 -4.36 9.01
C 1.59 -4.88 9.45
C 0.43 -3.95 9.10
C -0.92 -4.40 9.72
C -2.02 -4.51 8.66
C -2.28 -3.21 7.90
C -3.03 -2.16 8.70
S -3.55 -0.77 7.63
C -2.41 0.44 8.14
N -2.60 1.48 8.87
N -1.39 2.15 8.95
C -0.55 1.46 8.26
O -1.10 0.35 7.70
C 2.92 -1.90 8.13
P 3.36 -1.15 9.74
O 4.94 -0.88 9.47
Br 2.52 0.92 9.63
H 3.53 2.35 6.82
H 5.19 2.08 6.25
H 3.80 2.17 5.10
H 1.56 0.48 4.80
H 0.56 0.09 6.25
H 1.42 1.61 6.13
H 1.99 -1.36 4.13
H 2.55 -3.03 4.05
H 0.45 -3.91 4.09
H 0.01 -2.95 5.50
H -2.38 -1.92 4.28
H -1.30 -1.08 5.18
H 2.39 -4.43 6.27
H 3.53 -3.97 9.87
H 3.55 -5.20 8.60
H 1.41 -5.84 8.95
H 1.60 -5.06 10.53
H 0.64 -2.93 9.44
H 0.28 -3.94 8.02
H -0.80 -5.36 10.23
H -1.24 -3.66 10.47
H -1.78 -5.30 7.94
H -2.95 -4.80 9.16
H -1.36 -2.77 7.49
H -2.91 -3.45 7.03
H -3.94 -2.57 9.14
H -2.42 -1.72 9.49
H 0.49 1.64 8.08
H 5.21 -0.98 8.55
C -0.86 -0.42 -0.65
C -2.28 -0.54 -1.22
C -2.48 -1.52 -2.38
F -1.72 -1.19 -3.45
F -3.77 -1.49 -2.78
F -2.75 0.68 -1.53
F -3.05 -1.04 -0.21
O -0.08 0.68 -1.09
C 0.69 0.63 -2.21
C 0.17 1.55 -3.32
F -1.10 1.25 -3.63
F 0.94 1.35 -4.42
F 0.85 -0.63 -2.66
F 1.92 1.08 -1.87
H -1.01 -0.23 0.41
H -0.31 -1.36 -0.71
H -2.23 -2.53 -2.08
H 0.23 2.60 -3.02
C -6.29 0.97 -1.64
C -7.07 -0.14 -2.37
C -6.89 -0.24 -3.88
F -7.29 0.89 -4.50
F -7.64 -1.26 -4.35
F -8.38 -0.06 -2.04
F -6.60 -1.32 -1.86
O -6.97 2.17 -1.33
C -7.04 3.23 -2.19
C -8.49 3.53 -2.61
F -9.06 2.45 -3.17
F -8.47 4.54 -3.51
F -6.24 3.08 -3.25
F -6.62 4.32 -1.51
H -6.06 0.54 -0.67
H -5.33 1.17 -2.12
H -5.84 -0.43 -4.12
H -9.07 3.83 -1.73
C -2.43 7.03 -5.80
C -1.03 7.27 -6.40
C -0.30 6.08 -7.02
F -0.07 5.11 -6.11
F 0.89 6.51 -7.49
F -0.24 7.88 -5.50
F -1.22 8.14 -7.44
O -2.52 6.85 -4.40
C -2.39 5.63 -3.80
C -1.18 5.58 -2.86
F -0.05 5.89 -3.52
F -1.07 4.31 -2.40
F -2.36 4.62 -4.69
F -3.47 5.44 -3.02
H -2.96 7.97 -5.98
H -2.97 6.26 -6.35
H -0.88 5.66 -7.86
H -1.31 6.27 -2.03
C -4.07 -4.73 -7.04
C -3.81 -4.52 -8.54
C -2.78 -5.42 -9.22
F -1.56 -5.26 -8.67
F -2.70 -5.07 -10.52
F -3.53 -3.22 -8.78
F -4.99 -4.82 -9.16
O -3.43 -3.87 -6.12
C -2.19 -4.11 -5.61
C -1.18 -3.02 -6.02
F -1.11 -2.92 -7.36
F 0.04 -3.36 -5.54
F -1.73 -5.33 -5.92
F -2.30 -4.06 -4.26
H -5.13 -4.49 -6.92
H -3.95 -5.78 -6.76
H -3.07 -6.47 -9.15
H -1.47 -2.06 -5.60
C 4.81 0.00 -6.89
C 4.59 1.48 -6.54
C 3.21 2.08 -6.82
F 2.90 2.02 -8.13
F 3.22 3.38 -6.44
F 5.55 2.23 -7.11
F 4.73 1.56 -5.19
O 5.45 -0.32 -8.11
C 4.76 -0.48 -9.28
C 5.18 0.56 -10.33
F 4.99 1.81 -9.87
F 4.40 0.38 -11.43
F 3.43 -0.50 -9.10
F 5.12 -1.68 -9.78
H 5.51 -0.35 -6.13
H 3.89 -0.58 -6.75
H 2.44 1.55 -6.25
H 6.23 0.42 -10.60
C 5.56 0.80 0.05
C 6.25 2.02 -0.60
C 7.27 2.80 0.23
F 6.70 3.31 1.34
F 7.75 3.81 -0.51
F 5.32 2.86 -1.09
F 6.96 1.52 -1.65
O 4.27 1.00 0.59
C 4.05 1.44 1.85
C 3.31 2.78 1.89
F 3.96 3.73 1.21
F 3.24 3.16 3.20
F 5.17 1.48 2.60
F 3.21 0.55 2.47
H 5.40 0.11 -0.78
H 6.23 0.30 0.75
H 8.11 2.15 0.53
H 2.30 2.67 1.48
*
```